No. 1
Density functional theory data (ωB97M-V/def2-TZVPD) for an isolated molecule of C2H2N4O2 in a non-equilibrium geometry.

The geometry in XYZ format:
```
10
Properties=species:S:1:pos:R:3
C -0.86655 0.43798 -0.91989
C 0.93059 -0.59063 0.76432
H -1.67005 0.87411 -2.53648
H 1.49433 -0.61026 2.74808
N -1.03118 0.54661 0.50797
N -0.21539 -0.07876 1.24036
N 1.78750 -0.61903 1.70669
N 0.31379 0.01435 -1.38117
O -1.78670 0.90286 -1.61809
O 1.04366 -0.87722 -0.51178
```

Output
Kohn-Sham gap: 8.6 eV
Charge: 0
HOMO: -9.9 eV
LUMO: -0.046 Ha
Max |F|: 0.1590 Eh/bohr

=====

No. 2
Density functional theory data (ωB97M-V/def2-TZVPD) for an isolated molecule of C2H2N4S in a non-equilibrium geometry.

The geometry in XYZ format:
```
9
Properties=species:S:1:pos:R:3
C -1.00641 -0.91377 -0.03153
C 2.27197 -0.19446 0.09892
N -1.40710 0.38413 0.22556
N 0.19926 -1.43232 -0.03919
N 1.21582 -0.64979 -0.03250
N -1.29268 1.42636 -0.39292
S 3.65085 0.58183 0.17976
H -1.86221 -1.54407 -0.09489
H -1.76950 2.34209 0.08679
```

Output
Kohn-Sham gap: 7.9 eV
Charge: 0
HOMO: -8.6 eV
LUMO: -0.026 Ha
Max |F|: 0.0718 Eh/bohr

=====

No. 3
Density functional theory data (ωB97M-V/def2-TZVPD) for a cluster of 2 separate species, C2H2N4S in total in a non-equilibrium geometry.

The geometry in XYZ format:
```
9
Properties=species:S:1:pos:R:3
C 0.38877 2.35017 0.81394
C 1.31581 -1.08112 -0.38232
N 0.49084 2.35269 -0.33250
N 0.11154 -1.16264 -0.43142
N -1.07686 -1.29513 -0.88062
N -1.91792 -1.14373 0.02677
S 2.89009 -0.99083 -0.44627
H 0.58822 2.41847 1.82882
H -2.79048 -1.44788 -0.19640
```

Output
Kohn-Sham gap: 8.7 eV
Charge: 0
HOMO: -9.4 eV
LUMO: -0.024 Ha
Max |F|: 0.1102 Eh/bohr

=====

No. 4
Density functional theory data (ωB97M-V/def2-TZVPD) for an isolated molecule of C2H2N4S.

The geometry in XYZ format:
```
9
Properties=species:S:1:pos:R:3
C 1.16668 -0.23175 -0.00637
C 0.38298 0.97694 -0.01530
H 0.87040 1.94329 -0.01077
H -2.45481 -0.30457 0.04259
N -0.91181 0.97013 -0.00056
N -1.45446 -0.24881 0.00127
N -0.83058 -1.41794 0.00658
N 0.43539 -1.45352 -0.02286
S 2.79621 -0.23378 0.00541
```

Output
Kohn-Sham gap: 8.0 eV
Charge: 0
HOMO: -8.9 eV
LUMO: -0.034 Ha
Max |F|: 0.0110 Eh/bohr

=====

No. 5
Density functional theory data (ωB97M-V/def2-TZVPD) for an isolated molecule of C2H2N4S2 in a non-equilibrium geometry.

The geometry in XYZ format:
```
10
Properties=species:S:1:pos:R:3
C 1.26815 0.02099 0.01302
C -1.28006 0.09917 -0.06723
H 3.24015 -1.32530 0.38278
H -3.37884 1.21986 0.07255
N 0.59891 -1.12329 -0.05029
N -0.63702 -1.14743 -0.02724
N -0.64225 1.19486 -0.09586
N 0.70497 1.19557 0.08729
S 3.06128 0.03714 -0.00957
S -3.05891 -0.12798 0.03911
```

Output
Kohn-Sham gap: 8.5 eV
Charge: 0
HOMO: -9.5 eV
LUMO: -0.035 Ha
Max |F|: 0.0588 Eh/bohr

=====

No. 6
Density functional theory data (ωB97M-V/def2-TZVPD) for a structure of composition C2H2N6 in a non-equilibrium geometry.

The geometry in XYZ format:
```
10
Properties=species:S:1:pos:R:3
C -0.02517 -0.75698 0.06836
C -0.02639 0.59308 0.13759
H -1.87233 1.96641 0.03277
H 2.00076 1.80386 0.79561
N 2.05677 -0.06335 -0.18279
N 1.43053 -1.10839 -0.01718
N -1.30498 -1.10448 0.12568
N -2.11062 -0.18324 -0.08136
N -1.30677 1.05304 -0.13799
N 1.26091 1.00830 -0.00122
```

Output
Kohn-Sham gap: 9.7 eV
Charge: 0
HOMO: -10.1 eV
LUMO: -0.012 Ha
Max |F|: 0.1307 Eh/bohr

=====

No. 7
Density functional theory data (ωB97M-V/def2-TZVPD) for a structure of composition C2H2NO2 in a non-equilibrium geometry.

The geometry in XYZ format:
```
7
Properties=species:S:1:pos:R:3
C -2.08432 -0.86424 -0.22909
C 1.37979 -0.17036 -0.05468
N -1.55243 0.15577 -0.42710
O 0.99639 0.79534 -0.74854
O 2.48100 -0.70003 0.07857
H 0.49811 -0.41740 0.92963
H -0.74138 0.80126 -0.44714
```

Output
Kohn-Sham gap: 9.1 eV
Charge: -1
HOMO: -4.4 eV
LUMO: 0.173 Ha
Max |F|: 0.0728 Eh/bohr

=====

No. 8
Density functional theory data (ωB97M-V/def2-TZVPD) for a structure of composition C2H2NO2 in a non-equilibrium geometry.

The geometry in XYZ format:
```
7
Properties=species:S:1:pos:R:3
C -0.74286 -0.85895 0.08326
C 0.34548 0.85118 -0.12886
N -0.75989 0.33882 -0.52649
O 0.35673 -1.10427 0.70324
O 1.07777 0.08604 0.60315
H -1.33608 -1.66802 -0.06313
H 1.05885 2.35521 -0.67117
```

Output
Kohn-Sham gap: 11.5 eV
Charge: +1
HOMO: -18.3 eV
LUMO: -0.252 Ha
Max |F|: 0.1151 Eh/bohr

=====

No. 9
Density functional theory data (ωB97M-V/def2-TZVPD) for a structure of composition C2H2NO2 in a non-equilibrium geometry.

The geometry in XYZ format:
```
7
Properties=species:S:1:pos:R:3
C -0.47524 3.12058 1.07485
C -0.33202 1.37074 0.30706
N -0.09325 0.16715 -0.06772
O 0.48814 2.56840 0.28159
O -1.33995 1.96968 0.89991
H -0.79237 -0.50670 0.05746
H 0.75383 0.02117 -0.50966
```

Output
Kohn-Sham gap: 10.4 eV
Charge: +1
HOMO: -17.1 eV
LUMO: -0.246 Ha
Max |F|: 0.0722 Eh/bohr

=====

No. 10
Density functional theory data (ωB97M-V/def2-TZVPD) for the ion C2H2NO2S with charge +1 in a non-equilibrium geometry.

The geometry in XYZ format:
```
8
Properties=species:S:1:pos:R:3
C -0.20623 1.00659 -0.00908
C 0.88129 0.46804 -0.61751
N -0.52082 -1.09093 0.42278
O -1.17169 -2.29348 1.12453
O -0.99490 0.11733 0.57976
S 0.86416 -1.24477 -0.41898
H -0.50935 2.04279 0.06420
H 1.65754 0.99443 -1.14569
```

Output
Kohn-Sham gap (alpha / beta): 8.4 / 7.5 eV
Charge: +1
HOMO (alpha / beta): -16.0 / -15.0 eV
LUMO (alpha / beta): -0.280 / -0.275 Ha
Max |F|: 0.1554 Eh/bohr

=====

No. 11
Density functional theory data (ωB97M-V/def2-TZVPD) for an isolated molecule of C2H2NPS in a non-equilibrium geometry.

The geometry in XYZ format:
```
7
Properties=species:S:1:pos:R:3
C -0.43101 -0.57472 -0.09162
C -0.25373 0.69802 -0.55815
N 0.29376 -1.18661 0.88568
P 1.54133 -0.81910 1.72014
S 0.96055 1.69226 -0.05143
H -1.24180 -0.99786 -0.68456
H -0.86909 1.18800 -1.22006
```

Output
Kohn-Sham gap: 6.9 eV
Charge: 0
HOMO: -8.1 eV
LUMO: -0.046 Ha
Max |F|: 0.0726 Eh/bohr

=====

No. 12
Density functional theory data (ωB97M-V/def2-TZVPD) for an isolated molecule of C2H2O2 in a non-equilibrium geometry.

The geometry in XYZ format:
```
6
Properties=species:S:1:pos:R:3
C -1.63595 -0.10277 0.09316
C -0.66739 0.88528 0.19286
O 1.53699 0.09641 0.51492
O 0.51424 1.16504 0.01060
H -2.66613 -0.42413 0.39864
H 1.81950 -0.42685 -0.29873
```

Output
Kohn-Sham gap (alpha / beta): 8.2 / 8.2 eV
Charge: 0
HOMO (alpha / beta): -9.4 / -9.4 eV
LUMO (alpha / beta): -0.044 / -0.044 Ha
Max |F|: 0.2024 Eh/bohr

=====

No. 13
Density functional theory data (ωB97M-V/def2-TZVPD) for an isolated molecule of C2H2O2 in a non-equilibrium geometry.

The geometry in XYZ format:
```
6
Properties=species:S:1:pos:R:3
C -0.05905 0.49632 0.56167
C 0.18693 -0.50450 -0.53059
O -1.04562 1.20083 0.49079
O -0.05422 -0.38176 -1.69420
H 0.65881 0.65501 1.24612
H 0.31316 -1.46590 -0.07380
```

Output
Kohn-Sham gap: 9.4 eV
Charge: 0
HOMO: -10.1 eV
LUMO: -0.026 Ha
Max |F|: 0.1015 Eh/bohr

=====

No. 14
Density functional theory data (ωB97M-V/def2-TZVPD) for an isolated molecule of C2H2O2 in a non-equilibrium geometry.

The geometry in XYZ format:
```
6
Properties=species:S:1:pos:R:3
C 1.42854 -0.13919 0.92950
C 0.53307 0.13754 0.10803
O -1.55899 -0.28076 -0.68244
O -0.39963 0.47778 -0.76028
H 2.14000 -0.31791 1.75618
H -2.14299 0.12254 -1.35098
```

Output
Kohn-Sham gap: 10.0 eV
Charge: 0
HOMO: -9.4 eV
LUMO: 0.021 Ha
Max |F|: 0.0672 Eh/bohr

=====

No. 15
Density functional theory data (ωB97M-V/def2-TZVPD) for a structure of composition C2H2O2P2 in a non-equilibrium geometry.

The geometry in XYZ format:
```
8
Properties=species:S:1:pos:R:3
C 3.09337 0.40357 -0.09102
C 2.38780 -0.72410 0.28928
O 3.35371 1.49406 0.19522
O 2.65862 -1.89077 0.33291
P 0.33176 -0.13891 -0.55092
P -1.38244 0.30246 0.34680
H -0.03763 -1.45200 -0.74492
H -1.02149 1.70269 0.59347
```

Output
Kohn-Sham gap (alpha / beta): 6.7 / 6.5 eV
Charge: 0
HOMO (alpha / beta): -8.7 / -8.2 eV
LUMO (alpha / beta): -0.074 / -0.065 Ha
Max |F|: 0.0653 Eh/bohr

=====

No. 16
Density functional theory data (ωB97M-V/def2-TZVPD) for an isolated molecule of C2H2O2S in a non-equilibrium geometry.

The geometry in XYZ format:
```
7
Properties=species:S:1:pos:R:3
C 0.32380 -0.49218 -0.45940
C 0.11237 0.06248 0.92109
H -1.13896 1.16396 -1.00894
H 0.78767 -0.53493 1.64485
O 1.06027 -1.44263 -0.55510
O -0.56955 1.03561 1.21030
S -0.57560 0.20768 -1.75280
```

Output
Kohn-Sham gap: 9.5 eV
Charge: 0
HOMO: -10.4 eV
LUMO: -0.035 Ha
Max |F|: 0.0477 Eh/bohr

=====

No. 17
Density functional theory data (ωB97M-V/def2-TZVPD) for an isolated molecule of C2H2O2S in a non-equilibrium geometry.

The geometry in XYZ format:
```
7
Properties=species:S:1:pos:R:3
C -0.01004 -0.13843 0.54582
C -1.41179 0.37729 0.00184
H 0.69865 -0.32722 -1.70017
H -2.18252 0.84837 0.95626
O 0.14498 -0.37067 1.70027
O -1.62692 0.13817 -1.25826
S 1.36690 -0.00590 -0.37989
```

Output
Kohn-Sham gap: 9.3 eV
Charge: 0
HOMO: -10.2 eV
LUMO: -0.033 Ha
Max |F|: 0.1361 Eh/bohr

=====

No. 18
Density functional theory data (ωB97M-V/def2-TZVPD) for an isolated molecule of C2H2O2S2 in a non-equilibrium geometry.

The geometry in XYZ format:
```
8
Properties=species:S:1:pos:R:3
C -0.39252 0.30635 0.25837
C 0.68772 -0.28837 -0.69608
H -1.52452 1.88252 1.09151
H 0.38520 -1.98865 -0.14500
O 1.34259 -1.53290 -0.42412
O 1.27570 0.42995 -1.51032
S -0.44349 2.00184 0.38203
S -1.33067 -0.81076 1.04361
```

Output
Kohn-Sham gap: 8.1 eV
Charge: 0
HOMO: -9.8 eV
LUMO: -0.061 Ha
Max |F|: 0.1339 Eh/bohr

=====

No. 19
Density functional theory data (ωB97M-V/def2-TZVPD) for a cluster of 2 separate species, C2H2O2S2 in total in a non-equilibrium geometry.

The geometry in XYZ format:
```
8
Properties=species:S:1:pos:R:3
C 1.23403 0.41329 -0.43288
C 0.62785 1.41459 0.50440
O -1.15228 -2.38896 -1.52402
O -1.20043 -1.56404 0.77866
S -0.32968 0.80034 -0.94965
S -0.44374 -2.16797 -0.28328
H 0.43969 0.97558 1.46146
H 0.82456 2.51718 0.44531
```

Output
Kohn-Sham gap: 8.5 eV
Charge: 0
HOMO: -9.7 eV
LUMO: -0.045 Ha
Max |F|: 0.0298 Eh/bohr

=====

No. 20
Density functional theory data (ωB97M-V/def2-TZVPD) for a structure of composition C2H2O2Sc in a non-equilibrium geometry.

The geometry in XYZ format:
```
7
Properties=species:S:1:pos:R:3
O 0.36640 1.60175 0.23165
C -0.60303 0.86724 0.10032
C -0.44302 -0.60770 -0.10135
O 0.83986 -0.98435 -0.12127
Sc 2.13683 0.49062 -0.15854
H -1.12493 -0.97598 -0.88792
H -1.17210 -0.39157 0.93712
```

Output
Kohn-Sham gap (alpha / beta): 7.1 / 8.4 eV
Spin multiplicity: 2
Charge: +2
HOMO (alpha / beta): -19.8 / -21.0 eV
LUMO (alpha / beta): -0.467 / -0.461 Ha
Max |F|: 0.0975 Eh/bohr

=====

For each record above, in turn, the calculated ΔE to the lowest compared entry with this formula, charge and spin values are 145.4, 51.0, 47.0, 20.5, 12.0, 62.4, 18.7, 141.5, 77.1, 33.4, 47.6, 135.6, 14.9, 105.6, 82.6, 6.8, 44.2, 27.8, 88.9, 0.0 kcal per mole.